No. 1
{
  "formula": "C27H40O4",
  "method": "wB97M-V/def2-TZVPD",
  "max_force_ev_per_a": 0.651,
  "homo_lumo_gap_ev": 9.865,
  "smiles": "CCCCCC(=O)O[C@]1(C(C)=O)CC[C@H]2[C@@H]3CCC4=CC(=O)CC[C@]4(C)[C@H]3CC[C@@]21C",
  "total_energy_ev": -36840.0097,
  "e_above_lowest_kj_mol": 8.4,
  "elements": ["C", "C", "C", "C", "C", "C", "O", "O", "C", "C", "C", "O", "C", "C", "C", "C", "C", "C", "C", "C", "C", "O", "C", "C", "C", "C", "C", "C", "C", "C", "C", "H", "H", "H", "H", "H", "H", "H", "H", "H", "H", "H", "H", "H", "H", "H", "H", "H", "H", "H", "H", "H", "H", "H", "H", "H", "H", "H", "H", "H", "H", "H", "H", "H", "H", "H", "H", "H", "H", "H", "H"],
  "positions_angstrom": [[-3.42, 0.31, 2.56], [-3.52, -0.30, 3.96], [-2.67, 0.43, 5.01], [-1.17, 0.38, 4.73], [-0.64, 1.66, 4.06], [0.74, 1.37, 3.56], [1.76, 1.49, 4.19], [0.71, 0.92, 2.30], [1.95, 0.44, 1.76], [2.55, -0.52, 2.81], [4.00, -0.41, 3.15], [1.82, -1.34, 3.30], [2.80, 1.64, 1.29], [2.49, 1.84, -0.21], [1.31, 0.89, -0.47], [1.00, 0.48, -1.91], [0.73, 1.70, -2.78], [0.37, 1.27, -4.20], [-0.81, 0.34, -4.20], [-1.84, 0.57, -5.01], [-2.98, -0.33, -5.20], [-3.93, -0.06, -5.90], [-2.84, -1.66, -4.49], [-2.13, -1.49, -3.15], [-0.73, -0.86, -3.29], [0.24, -1.87, -3.93], [-0.25, -0.42, -1.87], [-0.05, -1.61, -0.92], [0.36, -1.18, 0.49], [1.61, -0.31, 0.44], [2.82, -1.13, 0.01], [-3.70, 1.36, 2.58], [-2.41, 0.22, 2.17], [-4.10, -0.21, 1.88], [-3.20, -1.34, 3.91], [-4.56, -0.28, 4.28], [-3.00, 1.47, 5.08], [-2.87, -0.05, 5.97], [-0.94, -0.48, 4.09], [-0.61, 0.24, 5.66], [-1.28, 1.94, 3.22], [-0.61, 2.47, 4.78], [4.26, -1.22, 3.84], [4.17, 0.54, 3.65], [4.63, -0.47, 2.27], [3.86, 1.47, 1.45], [2.52, 2.52, 1.87], [2.24, 2.87, -0.43], [3.35, 1.56, -0.83], [0.42, 1.38, -0.07], [1.85, -0.06, -2.33], [1.61, 2.34, -2.81], [-0.09, 2.28, -2.36], [0.16, 2.14, -4.82], [1.23, 0.74, -4.63], [-1.86, 1.46, -5.63], [-3.83, -2.10, -4.35], [-2.27, -2.32, -5.15], [-2.05, -2.47, -2.67], [-2.74, -0.85, -2.52], [1.27, -1.54, -3.84], [0.14, -2.85, -3.47], [0.02, -1.98, -4.99], [-1.06, 0.20, -1.45], [0.71, -2.28, -1.33], [-0.98, -2.17, -0.84], [-0.46, -0.61, 0.94], [0.53, -2.06, 1.11], [3.73, -0.54, 0.00], [2.96, -1.96, 0.71], [2.68, -1.55, -0.98]]
}

***

No. 2
{
  "formula": "C8H11N2",
  "method": "wB97M-V/def2-TZVPD",
  "max_force_ev_per_a": 4.061,
  "homo_lumo_gap_ev": 9.128,
  "charge": 1,
  "smiles": "CC1=[N+]=CCCC=C=CN1",
  "total_energy_ev": -11444.5023,
  "e_above_lowest_kj_mol": 320.9,
  "elements": ["C", "C", "N", "C", "C", "C", "C", "C", "C", "N", "H", "H", "H", "H", "H", "H", "H", "H", "H", "H", "H"],
  "positions_angstrom": [[2.80, 0.89, 0.08], [1.65, -0.03, -0.20], [0.61, 0.52, -0.71], [-0.52, 1.09, -0.70], [-1.42, 1.08, 0.53], [-2.55, 0.08, 0.17], [-1.93, -1.08, -0.57], [-0.83, -1.58, -0.08], [0.34, -2.04, 0.30], [1.58, -1.38, 0.06], [3.26, 0.60, 1.02], [3.67, 0.96, -0.75], [2.38, 1.82, 0.19], [-0.68, 1.75, -1.48], [-1.83, 2.06, 0.69], [-0.79, 0.73, 1.42], [-3.17, 0.68, -0.62], [-3.10, 0.07, 1.12], [-2.32, -1.34, -1.56], [0.48, -2.92, 1.08], [2.39, -1.95, 0.01]]
}

***

No. 3
{
  "formula": "C16H24FeN4O4SSi",
  "method": "wB97M-V/def2-TZVPD",
  "max_force_ev_per_a": 0.412,
  "homo_lumo_gap_ev": [8.709, 8.490],
  "s_squared": 6.010,
  "total_energy_ev": -84235.2358,
  "e_above_lowest_kj_mol": 12.5,
  "multiplicity": 5,
  "elements": ["Fe", "N", "C", "C", "C", "C", "C", "C", "S", "O", "O", "N", "C", "N", "C", "C", "C", "N", "H", "H", "H", "H", "H", "H", "H", "H", "H", "C", "C", "C", "O", "H", "H", "H", "H", "H", "H", "C", "Si", "C", "C", "O", "H", "H", "H", "H", "H", "H", "H", "H", "H"],
  "positions_angstrom": [[-1.09, -0.28, -0.62], [5.21, -1.16, 3.65], [3.89, -1.00, 3.29], [3.52, -1.03, 1.95], [2.19, -0.93, 1.59], [1.21, -0.79, 2.57], [1.57, -0.74, 3.91], [2.90, -0.85, 4.27], [-0.48, -0.70, 2.13], [-1.25, -0.67, 3.34], [-0.77, -1.78, 1.17], [-0.69, 0.58, 1.19], [0.14, 1.63, 0.97], [0.87, 2.20, 1.94], [1.56, 3.27, 1.59], [1.55, 3.80, 0.31], [0.83, 3.09, -0.64], [0.14, 2.01, -0.33], [5.92, -1.02, 2.95], [5.48, -0.90, 4.58], [4.28, -1.14, 1.18], [1.89, -0.96, 0.55], [0.80, -0.62, 4.66], [3.18, -0.82, 5.31], [2.15, 3.73, 2.37], [2.10, 4.70, 0.05], [0.81, 3.39, -1.68], [2.66, -1.82, -2.44], [1.18, -1.86, -2.19], [0.35, -2.98, -2.72], [0.66, -0.97, -1.55], [3.03, -2.69, -2.98], [3.18, -1.73, -1.48], [2.89, -0.91, -3.01], [0.84, -3.53, -3.52], [-0.62, -2.60, -3.04], [0.17, -3.67, -1.88], [-3.80, 1.86, -3.10], [-4.00, 0.45, -1.89], [-5.27, -0.74, -2.57], [-4.60, 1.14, -0.26], [-2.58, -0.31, -1.67], [-4.75, 2.34, -3.32], [-3.38, 1.50, -4.04], [-3.12, 2.62, -2.71], [-6.21, -0.22, -2.78], [-5.48, -1.55, -1.87], [-4.92, -1.19, -3.51], [-5.50, 1.76, -0.36], [-3.82, 1.75, 0.20], [-4.83, 0.33, 0.45]]
}

***

No. 4
{
  "formula": "C5H6O2",
  "method": "wB97M-V/def2-TZVPD",
  "max_force_ev_per_a": 0.675,
  "homo_lumo_gap_ev": 9.453,
  "total_energy_ev": -9371.7927,
  "e_above_lowest_kj_mol": 511.7,
  "elements": ["C", "C", "O", "C", "O", "C", "C", "H", "H", "H", "H", "H", "H"],
  "positions_angstrom": [[0.79, -1.66, 0.64], [-0.15, -0.61, 0.08], [-0.44, 0.45, 1.04], [0.45, 0.41, -0.90], [1.11, 0.32, -1.90], [-0.17, 1.53, -0.14], [-1.24, 2.29, -0.07], [0.28, -2.27, 1.39], [1.66, -1.18, 1.10], [1.13, -2.30, -0.18], [-1.08, -1.03, -0.31], [-1.40, 1.12, 0.95], [-1.50, 3.07, -0.78]]
}

***

No. 5
{
  "formula": "C24H19BrN6O2PdS",
  "method": "wB97M-V/def2-TZVPD",
  "max_force_ev_per_a": 0.776,
  "homo_lumo_gap_ev": 6.902,
  "total_energy_ev": -122589.5825,
  "e_above_lowest_kj_mol": 0.0,
  "elements": ["Pd", "N", "C", "C", "C", "C", "C", "C", "C", "C", "C", "C", "C", "C", "N", "C", "C", "C", "C", "N", "H", "H", "H", "H", "H", "H", "H", "H", "H", "H", "N", "N", "C", "N", "S", "H", "H", "H", "H", "H", "Br", "C", "C", "C", "C", "C", "C", "C", "O", "O", "H", "H", "H", "H"],
  "positions_angstrom": [[-1.19, -0.83, -1.25], [6.30, 6.20, -1.52], [5.46, 5.42, -1.51], [4.41, 4.43, -1.50], [4.15, 3.72, -0.34], [3.14, 2.77, -0.34], [2.39, 2.54, -1.49], [2.65, 3.27, -2.64], [3.67, 4.21, -2.66], [1.30, 1.53, -1.48], [1.68, 0.20, -1.36], [2.99, -0.34, -1.29], [2.86, -1.70, -1.14], [1.48, -1.97, -1.11], [0.78, -0.86, -1.25], [-0.02, 2.00, -1.57], [-0.43, 3.35, -1.59], [-1.80, 3.35, -1.66], [-2.19, 2.00, -1.67], [-1.14, 1.19, -1.63], [4.73, 3.90, 0.55], [2.92, 2.20, 0.56], [2.06, 3.09, -3.53], [3.88, 4.77, -3.56], [3.90, 0.23, -1.36], [3.65, -2.43, -1.05], [0.97, -2.91, -0.98], [0.23, 4.21, -1.56], [-2.47, 4.20, -1.69], [-3.20, 1.62, -1.72], [-3.24, -0.95, -1.07], [-3.69, -2.28, -0.95], [-2.97, -3.31, -1.45], [-3.42, -4.52, -1.11], [-1.66, -3.10, -2.47], [-3.20, -0.54, -0.11], [-3.83, -0.44, -1.72], [-4.41, -2.44, -0.26], [-4.17, -4.67, -0.46], [-2.89, -5.32, -1.44], [-1.16, -3.29, 7.47], [-1.29, -2.78, 5.65], [-1.70, -1.49, 5.34], [-1.80, -1.12, 4.01], [-1.47, -2.02, 3.00], [-1.05, -3.30, 3.34], [-0.96, -3.69, 4.67], [-1.57, -1.61, 1.55], [-1.07, -2.39, 0.70], [-2.14, -0.51, 1.29], [-1.95, -0.79, 6.13], [-2.13, -0.13, 3.73], [-0.78, -3.98, 2.54], [-0.63, -4.69, 4.93]]
}

***

No. 6
{
  "formula": "C8H32O8",
  "method": "wB97M-V/def2-TZVPD",
  "max_force_ev_per_a": 2.757,
  "homo_lumo_gap_ev": 10.525,
  "smiles": "CO.CO.CO.CO.CO.CO.CO.CO",
  "total_energy_ev": -25191.0320,
  "e_above_lowest_kj_mol": 363.4,
  "elements": ["C", "O", "H", "H", "H", "H", "C", "O", "H", "H", "H", "H", "C", "O", "H", "H", "H", "H", "C", "O", "H", "H", "H", "H", "C", "O", "H", "H", "H", "H", "C", "O", "H", "H", "H", "H", "C", "O", "H", "H", "H", "H", "C", "O", "H", "H", "H", "H"],
  "positions_angstrom": [[12.70, 10.05, 7.58], [12.00, 10.98, 8.42], [13.72, 10.36, 7.47], [12.76, 9.09, 8.14], [12.22, 10.00, 6.60], [11.04, 10.73, 8.28], [11.01, 5.67, 9.83], [11.32, 6.28, 8.52], [11.22, 4.61, 9.75], [11.62, 6.06, 10.67], [9.95, 5.85, 10.00], [12.24, 6.54, 8.56], [9.81, 12.97, 10.25], [10.55, 13.91, 9.45], [8.91, 13.58, 10.40], [9.58, 12.03, 9.75], [10.26, 12.79, 11.27], [11.31, 13.39, 9.16], [10.08, 8.71, 11.18], [9.43, 9.56, 12.19], [10.42, 7.80, 11.62], [9.27, 8.44, 10.48], [10.83, 9.20, 10.52], [10.01, 10.28, 12.47], [10.19, 13.11, 6.27], [9.06, 12.87, 7.08], [9.96, 12.43, 5.47], [10.27, 14.13, 5.93], [11.09, 12.79, 6.77], [9.14, 13.31, 7.98], [6.03, 9.16, 5.42], [6.44, 10.58, 5.48], [5.18, 9.05, 4.78], [6.82, 8.53, 5.02], [5.83, 8.86, 6.48], [6.43, 10.97, 4.62], [8.67, 4.93, 5.83], [8.96, 5.56, 7.13], [8.97, 5.55, 5.02], [9.14, 3.96, 5.85], [7.57, 4.72, 5.77], [9.92, 5.78, 7.18], [9.22, 8.93, 6.99], [9.46, 10.20, 7.48], [8.19, 8.62, 7.16], [9.38, 8.79, 5.92], [9.79, 8.23, 7.60], [8.94, 10.86, 7.01]]
}

***

The records above give, respectively, M values of 428.61, 135.19, 452.39, 98.10, 641.85, 256.34 u.